Record 1
Density functional theory data (ωB97M-V/def2-TZVPD) for 12 unconnected molecules or ions with the total composition C35H69Br22NO2 at a distorted geometry.

The strongest force on any atom is 1.710 eV/A. As for the multiplicity: 1. The calculation puts the HOMO energy at -0.313 Ha. The SMILES is C#CCCCCOCCOCCCCCN.BrCCBr.BrCCBr.BrCCBr.BrCCBr.BrCCBr.BrCCBr.BrCCBr.BrCCBr.BrCCBr.BrCCBr.BrCCBr. The energy comes out at -58208.421160 hartree.

The geometry in XYZ format:
```
129
Properties=species:S:1:pos:R:3:lowdin_charge:R:1
C -6.6299 0.4080 -1.8666 0.0002
C -6.3135 -0.2806 -0.9303 -0.1295
C -6.0659 -1.3136 0.1189 -0.1929
C -4.8986 -0.8753 1.0683 -0.1891
C -3.8694 -2.0466 1.1002 -0.1701
C -2.5926 -1.7168 1.9169 -0.2314
O -1.3862 -1.7367 1.1735 -0.1633
C -0.8984 -3.0489 0.9223 -0.1558
C -1.2812 -3.4945 -0.5075 -0.1854
O -0.1161 -3.6898 -1.3192 -0.1353
C -0.5344 -3.8099 -2.6851 -0.2236
C -0.2390 -2.5449 -3.5002 -0.2047
C -1.3596 -1.4699 -3.4152 -0.1887
C -0.9260 -0.3258 -2.4776 -0.2150
C -2.0583 0.6823 -2.2123 -0.2761
N -1.5915 1.7257 -1.2653 -0.0188
H -7.1230 1.0609 -2.5881 -0.1134
H -5.7878 -2.2467 -0.3869 0.1070
H -7.0012 -1.4917 0.6584 0.1118
H -5.2651 -0.7715 2.0968 0.0697
H -4.4106 0.0338 0.7071 0.1047
H -3.6749 -2.3110 0.0543 0.0978
H -4.3493 -2.9297 1.5533 0.1063
H -2.5378 -2.4429 2.7447 0.0599
H -2.6806 -0.7166 2.3601 0.1054
H 0.1970 -3.0151 0.9886 0.1310
H -1.2567 -3.7702 1.6734 0.1214
H -1.8227 -2.6505 -0.9568 0.0945
H -1.9210 -4.3925 -0.5098 0.1294
H -1.6073 -4.0445 -2.7696 0.1207
H -0.0085 -4.6554 -3.1475 0.0412
H 0.7264 -2.1111 -3.2141 0.0694
H -0.1125 -2.8518 -4.5551 0.0092
H -2.2842 -1.9271 -3.0264 0.1015
H -1.6308 -1.0704 -4.4029 0.1114
H -0.0938 0.2337 -2.9307 0.1117
H -0.5704 -0.7050 -1.5077 0.0970
H -2.9430 0.1923 -1.7740 0.0983
H -2.3385 1.1979 -3.1431 0.1055
H -0.7993 1.3598 -0.7414 -0.0646
H -2.3097 1.9240 -0.5790 0.0475
Br -10.0983 1.1446 -5.8731 0.6156
C -8.7562 2.5132 -6.2125 -0.7355
C -7.3841 1.9159 -6.3736 -0.6606
Br -6.6277 1.4027 -4.6527 0.7543
H -8.8124 3.2221 -5.3922 -0.0183
H -9.0733 2.9993 -7.1338 0.0477
H -6.6943 2.6519 -6.7838 0.0568
H -7.3766 1.0283 -6.9990 0.0510
Br 3.5380 3.6375 2.1758 0.6028
C 1.6306 3.7423 1.7957 -0.7368
C 0.9593 2.4157 2.0253 -0.6853
Br 1.3297 1.1723 0.5748 0.6868
H 1.5296 4.1006 0.7758 0.0541
H 1.2428 4.4926 2.4795 -0.0114
H -0.1220 2.5320 2.0333 0.0128
H 1.2755 1.9313 2.9441 0.0536
Br 6.9844 -1.0720 2.7546 0.6484
C 6.4096 0.4622 1.7025 -0.6869
C 7.4065 1.5878 1.7719 -0.6886
Br 7.2941 2.5520 3.4623 0.6506
H 5.4246 0.7431 2.0645 0.0374
H 6.3300 0.0932 0.6827 -0.0058
H 7.1884 2.3327 1.0078 0.0533
H 8.4345 1.2547 1.6677 0.0071
Br 2.9320 -0.7153 -4.5996 0.6485
C 3.8088 -2.3217 -5.2607 -0.6763
C 3.2309 -2.7639 -6.5792 -0.6636
Br 1.5085 -3.6544 -6.3626 0.6926
H 3.7209 -3.0760 -4.4840 0.0564
H 4.8545 -2.0444 -5.3792 0.0562
H 3.8735 -3.5081 -7.0460 0.0558
H 3.0751 -1.9399 -7.2685 0.0492
Br -11.6309 5.5960 -6.0805 0.6157
C -10.3024 6.9776 -6.4174 -0.6930
C -8.9290 6.3847 -6.5787 -0.6840
Br -8.1684 5.8700 -4.8625 0.6536
H -10.3643 7.6852 -5.5967 0.0505
H -10.6191 7.4631 -7.3383 0.0579
H -8.2384 7.1194 -6.9880 0.0586
H -8.9238 5.4982 -7.2057 0.0379
Br 0.6977 7.5162 3.6201 0.6242
C -1.2113 7.6408 3.2601 -0.6938
C -1.8982 6.3216 3.4882 -0.6777
Br -1.5522 5.0842 2.0265 0.6933
H -1.3183 8.0033 2.2426 0.0507
H -1.5866 8.3913 3.9529 0.0577
H -2.9787 6.4491 3.5068 0.0579
H -1.5785 5.8297 4.4015 0.0533
Br 7.6301 -0.1286 -1.8648 0.6517
C 8.8062 1.4119 -2.0535 -0.6798
C 10.2558 1.0119 -1.9775 -0.6890
Br 10.8021 0.6454 -0.1457 0.6364
H 8.5219 2.1228 -1.2838 0.0426
H 8.5756 1.8289 -3.0317 0.0583
H 10.8939 1.8289 -2.3083 0.0577
H 10.4794 0.1218 -2.5570 0.0498
Br 10.1659 0.2578 5.4902 0.5917
C 8.3204 0.3725 6.0979 -0.7348
C 8.1806 -0.0750 7.5274 -0.7026
Br 8.2498 -2.0157 7.6818 0.5936
H 7.7246 -0.2152 5.4079 -0.0151
H 8.0533 1.4204 5.9997 0.0073
H 7.2044 0.2052 7.9198 -0.0172
H 8.9577 0.3197 8.1757 0.0508
Br -4.4817 -0.7833 5.0748 0.6542
C -5.3995 -2.3266 5.8246 -0.6846
C -4.4275 -3.4010 6.2330 -0.6879
Br -3.7571 -4.3800 4.6893 0.6358
H -6.1141 -2.6634 5.0799 0.0515
H -5.9354 -1.9459 6.6919 0.0570
H -4.9214 -4.1482 6.8511 0.0573
H -3.5626 -3.0118 6.7609 0.0515
Br 4.6198 0.0155 8.9293 0.6368
C 5.6362 0.2472 10.5731 -0.6938
C 4.7353 0.3144 11.7770 -0.6993
Br 3.8566 2.0456 11.9178 0.6027
H 6.2423 1.1393 10.4464 0.0525
H 6.2859 -0.6250 10.6309 0.0591
H 5.3148 0.2129 12.6924 0.0574
H 3.9519 -0.4366 11.7608 0.0499
Br 1.5626 -6.7425 -4.1120 0.6395
C 2.5170 -7.4026 -5.6723 -0.6998
C 1.8227 -8.5884 -6.2875 -0.6997
Br 2.1223 -10.2104 -5.2537 0.6021
H 3.5304 -7.6245 -5.3520 0.0508
H 2.5325 -6.5658 -6.3698 0.0190
H 2.2308 -8.7995 -7.2740 0.0563
H 0.7479 -8.4563 -6.3625 0.0505
```

Record 2
Density functional theory data (ωB97M-V/def2-TZVPD) for a molecular structure, C15H31BF4NiP2 at a distorted geometry.

The strongest force on any atom is 3.231 eV/A. As for the multiplicity: 3. For the relative energy (zero: lowest compared OMol25 entry of this formula, charge and spin), the calculation gives 89.9 kJ/mol. The calculation puts the HOMO energy (spin up / spin down) at -0.288 / -0.292 Ha. The energy comes out at -3205.317422 hartree.

The geometry in XYZ format:
```
54
Properties=species:S:1:pos:R:3:mulliken_spin:R:1
P 2.4467 0.8579 -0.8457 0.0837
P 1.4331 -1.7193 1.3295 0.0060
C 3.4389 -0.0618 0.4174 0.0093
C 3.1084 -1.5511 0.6309 -0.0036
H 3.3621 0.5163 1.3594 0.0025
H 4.4980 0.0218 0.0989 0.0013
H 3.1952 -2.1395 -0.2978 0.0008
H 3.7740 -2.0054 1.3832 0.0010
C 1.6689 -1.2741 3.0995 -0.0013
H 0.7011 -1.3808 3.6128 -0.0002
H 2.0288 -0.2357 3.1911 0.0003
H 2.3984 -1.9734 3.5383 0.0000
C 0.9903 -3.4762 1.5018 0.0020
H 1.6247 -3.9248 2.2858 0.0003
H 1.1328 -4.0004 0.5416 -0.0010
H -0.0684 -3.5332 1.8101 0.0003
C 3.3721 2.3915 -1.0585 0.0156
H 2.8712 3.1380 -1.6930 -0.0011
H 4.3434 2.1457 -1.5321 0.0007
H 3.5835 2.8490 -0.0819 -0.0008
C 2.6401 -0.0343 -2.3892 0.0076
H 2.2208 -1.0456 -2.2864 -0.0102
H 3.7165 -0.0878 -2.6483 0.0021
H 2.1133 0.4797 -3.2118 0.0025
Ni 0.0564 2.0181 -2.7318 1.0679
C -2.7255 -0.8384 0.3999 -0.0200
C -2.3360 0.0347 1.3598 0.0097
C -0.9155 0.3666 1.7358 0.0137
C -0.1321 1.4884 1.0373 0.0385
C 0.6663 1.0253 -0.2913 0.1946
C -0.0440 0.0914 -1.1356 0.5359
C -0.6401 -1.1799 -0.9240 -0.0053
C -2.2062 -1.2443 -0.9261 0.1332
C -1.8961 2.1430 -2.4667 -0.0145
H -3.6958 -1.3522 0.6307 0.0038
H -3.0446 0.7578 1.7769 0.0032
H -0.2775 -0.5420 1.5785 -0.0117
H -0.9630 0.6704 2.8009 -0.0016
H -0.7905 2.3153 0.7306 -0.0090
H 0.5935 1.9360 1.7458 -0.0008
H 0.6858 2.0315 -0.7969 0.0030
H -0.0698 0.2507 -2.2847 -0.1177
H -0.2546 -1.6725 0.0325 0.0100
H -0.3138 -1.8291 -1.7749 0.0603
H -2.6570 -0.5930 -1.6868 -0.0028
H -2.5603 -2.2750 -1.1882 -0.0035
H -2.4499 1.2128 -2.3564 -0.0069
H -2.4620 2.8227 -3.1425 0.0050
H -1.8073 2.6399 -1.4911 -0.0032
F -5.1211 0.7169 1.0858 0.0001
B -6.0813 1.1537 0.1133 0.0001
F -5.9004 2.5536 -0.1231 0.0000
F -5.8763 0.4355 -1.1014 0.0000
F -7.3754 0.9052 0.6380 0.0000
```

Record 3
Density functional theory data (ωB97M-V/def2-TZVPD) for a gas-phase ion, C6H7N2O3P (charge -2) at a distorted geometry.

The strongest force on any atom is 4.475 eV/A. As for the multiplicity: 3. The calculation puts the HOMO energy (spin up / spin down) at 0.113 / -0.012 Ha. As for the net charge: -2. The energy comes out at -909.275288 hartree.

The geometry in XYZ format:
```
19
Properties=species:S:1:pos:R:3:mulliken_spin:R:1
C -0.6735 -1.3113 -0.1626 0.1281
C -1.6416 -0.7137 0.5449 -0.0753
C 0.9183 0.4947 0.5330 0.0490
C -1.6651 1.6345 -0.5019 0.4892
C 0.5144 -0.3977 -0.5381 0.0014
C -1.3811 0.7569 0.9060 0.3290
N -0.0225 1.0061 1.3038 0.0029
N -1.2471 2.8310 -0.6202 0.7499
O -3.7042 -0.1324 -1.6747 0.0775
O -2.8635 1.8678 -2.9618 0.0378
O -1.2842 -0.0608 -2.4303 0.1572
P -2.5623 0.7376 -1.9983 0.0577
H -0.8216 -2.3286 -0.5063 0.0001
H -2.5221 -1.2835 0.6561 -0.0429
H 1.9237 0.5499 0.9258 -0.0250
H 1.3331 -1.0323 -0.8601 0.0004
H -0.1306 0.1602 -1.3497 0.0274
H -2.0264 1.0633 1.7638 -0.0187
H -1.2805 3.2405 -1.5708 0.0542
```